The following is a DFT calculation (ωB97M-V/def2-TZVPD) of a molecular structure, C39H41IrN2O8P4.

ORCA input file:
```
! wB97M-V def2-TZVPD RIJCOSX def2/J DEFGRID3
* xyz 1 2
Ir -0.25107 0.07701 -0.92405
C -5.13829 -1.38240 0.84363
C -3.79009 -0.85875 0.40121
O -3.13189 -0.16346 1.49551
P -2.71609 -2.14449 -0.26279
O -3.29269 -2.54836 -1.64990
O -2.86918 -3.39948 0.69389
O -1.27397 -1.72342 -0.36448
P -3.90854 0.52146 -1.03446
O -5.32875 0.01040 -1.69790
O -2.86343 -0.05012 -2.03557
O -1.30831 1.10311 0.51229
H -5.04507 -2.08639 1.67435
H -5.63741 -1.88505 0.01654
H -5.76428 -0.54773 1.16398
H -3.03276 -0.73836 2.26682
H -3.21597 -1.64406 -2.15977
H -2.50656 -4.22885 0.35643
H -6.05870 0.59661 -1.47071
C -0.61504 3.33744 -0.79325
N -0.62059 3.35676 0.65640
C -0.72909 2.11041 1.36858
P 0.97710 1.60684 2.01002
C 0.55304 0.24104 3.16663
C -0.08973 -0.91593 2.72332
C -0.32757 -1.97990 3.58297
C 0.09920 -1.92063 4.90169
C 0.77613 -0.79437 5.34559
C 1.00165 0.27324 4.48848
C 1.11821 3.04476 3.13522
C 2.18383 3.91651 2.93142
C 2.29344 5.08722 3.67069
C 1.33638 5.39246 4.62474
C 0.27761 4.52046 4.85022
C 0.17097 3.35442 4.11187
C -1.14933 4.54292 1.25385
C -0.47327 5.74638 1.07194
C -0.95733 6.91744 1.63104
C -2.11742 6.90451 2.39229
C -2.79681 5.71015 2.57065
C -2.32487 4.53778 1.99804
P 0.45728 2.10306 -1.61999
C 2.18445 2.56843 -1.42406
C 2.57317 3.56607 -0.53829
C 3.91419 3.90434 -0.42180
C 4.86671 3.24284 -1.18119
C 4.48122 2.24238 -2.06551
C 3.14454 1.90666 -2.18707
C 0.07694 2.39906 -3.36309
C -1.01658 1.75224 -3.93952
C -1.35941 2.02459 -5.25652
C -0.62116 2.93707 -5.99558
C 0.45967 3.59108 -5.41892
C 0.80988 3.32678 -4.10487
H -0.34048 4.32344 -1.16805
H -1.60992 3.10301 -1.20521
H -1.99556 0.54911 1.00892
H -1.42053 2.22812 2.20141
H -0.38910 -1.02541 1.69015
H -0.83168 -2.86405 3.21011
H -0.07984 -2.75001 5.57304
H 1.13116 -0.74205 6.36658
H 1.52661 1.14349 4.86045
H 2.93630 3.66969 2.19177
H 3.12536 5.75870 3.50170
H 1.41523 6.30598 5.19942
H -0.46637 4.75454 5.60060
H -0.65646 2.67874 4.29925
H 0.44796 5.76795 0.50205
H -0.41561 7.84221 1.48108
H -2.49019 7.81758 2.83608
H -3.71281 5.68692 3.14662
H -2.89889 3.62764 2.11938
H 1.83413 4.06924 0.07151
H 4.21450 4.68629 0.26388
H 5.91159 3.50768 -1.08846
H 5.22322 1.72871 -2.66209
H 2.84825 1.13633 -2.89156
H -1.62662 1.06764 -3.35879
H -2.21154 1.52540 -5.69852
H -0.89038 3.14469 -7.02291
H 1.03068 4.30842 -5.99308
H 1.65639 3.83616 -3.66192
O 2.11981 -0.42708 -0.34578
N 1.98974 -1.46911 -1.11195
C 2.77699 -2.55199 -0.99477
C 2.46922 -3.69505 -1.70234
C 1.34632 -3.73471 -2.52053
C 0.57449 -2.59386 -2.65522
C 0.93709 -1.45497 -1.96608
H 3.58265 -2.45141 -0.28371
H 3.10652 -4.55953 -1.58462
H 1.08517 -4.63721 -3.05376
H -0.28760 -2.55632 -3.30671
H 0.61817 -0.38511 -2.36018
*
```

E_tot in Eh: -3691.80343
<S²>: 0.754
LUMO level (spin up / spin down) in eV: -2.926 / -2.863
Orbital gap (spin up / spin down) in eV: 7.31 / 7.37

=====

The following is a DFT calculation (ωB97M-V/def2-TZVPD) of a molecular structure, C39H41N7O4Tl.

ORCA input file:
```
! wB97M-V def2-TZVPD RIJCOSX def2/J DEFGRID3
* xyz 1 1
Tl -0.49484 -0.72739 0.71274
C -2.94132 -3.21030 1.29581
N -3.08605 -1.75265 1.17063
C -3.67015 -1.20266 2.40739
C -2.64443 -0.96165 3.50503
C -2.17409 0.48302 3.54608
N -1.01174 0.75019 2.68291
C -0.60257 1.96956 2.65282
C 0.58822 2.43997 2.02296
C 0.80063 3.82660 1.90421
C 1.91877 4.32062 1.28608
C 2.87546 3.41523 0.78950
C 2.69861 2.05952 0.90714
C 1.54414 1.51884 1.52821
O 1.39617 0.24029 1.68860
C -4.00892 -1.49064 0.04721
C -3.88548 -0.08102 -0.53108
C -3.03471 -0.08611 -1.79304
N -1.83450 -0.89329 -1.57324
C -1.10396 -1.12998 -2.59603
C -0.00076 -2.05705 -2.63779
C 0.67437 -2.22770 -3.85852
C 1.69515 -3.13766 -3.99565
C 2.05491 -3.91664 -2.88661
C 1.43516 -3.74456 -1.67155
C 0.39171 -2.80651 -1.49875
O -0.19395 -2.70508 -0.32826
H -3.92742 -3.69033 1.31198
H -2.44135 -3.44520 2.22278
H -2.35445 -3.59648 0.47175
H -4.46349 -1.87831 2.74946
H -4.15356 -0.25621 2.16003
H -1.76885 -1.59485 3.34676
H -3.06078 -1.23415 4.47488
H -1.88459 0.72024 4.57203
H -3.00060 1.15613 3.28749
H -1.18395 2.73150 3.18908
H 0.05642 4.50479 2.31127
H 2.08022 5.38679 1.19890
H 3.77035 3.79727 0.31269
H 3.44206 1.36136 0.53927
H -5.03129 -1.66968 0.39771
H -3.79633 -2.22900 -0.72359
H -3.42849 0.56272 0.22486
H -4.86884 0.32947 -0.76234
H -2.78938 0.92678 -2.11736
H -3.62098 -0.54246 -2.59712
H -1.35609 -0.66604 -3.56052
H 0.35487 -1.63775 -4.71266
H 2.19893 -3.26326 -4.94524
H 2.83387 -4.66353 -2.98897
H 1.71263 -4.34297 -0.81104
O 3.57264 1.82852 -4.83946
C 3.99829 0.72038 -4.07280
C 3.03563 0.50373 -2.94160
C 3.23641 -0.54117 -2.04672
C 2.29930 -0.74690 -1.05717
N 1.22154 0.02249 -0.92845
C 1.06276 1.07294 -1.71248
C 1.94125 1.33295 -2.75711
C -0.05994 1.98584 -1.34541
C -0.27292 3.17531 -2.03003
C -1.27566 4.04386 -1.62853
C -1.46810 5.35753 -2.34759
O -0.32503 6.18760 -2.22305
C -2.02816 3.69462 -0.51899
C -1.74031 2.50253 0.12291
N -0.79762 1.65544 -0.27547
H 4.18835 1.96750 -5.56477
H 4.99860 0.87956 -3.65615
H 4.03136 -0.19550 -4.67311
H 4.09114 -1.20107 -2.13346
H 2.40154 -1.55686 -0.34600
H 1.81175 2.16782 -3.42427
H 0.35265 3.46084 -2.86219
H -2.37302 5.85249 -1.98586
H -1.58641 5.18042 -3.41567
H -0.22329 6.45257 -1.30283
H -2.81367 4.33951 -0.14492
H -2.28779 2.22870 1.01786
N 5.36594 -2.12285 3.91829
C 4.26333 -2.43262 3.82778
C 2.88326 -2.82710 3.71644
C 2.35370 -3.81027 4.53944
C 1.02864 -4.15439 4.36268
C 0.29333 -3.50240 3.38753
N 0.78165 -2.53464 2.60214
C 2.06838 -2.21514 2.77021
H 2.96904 -4.28887 5.28949
H 0.56621 -4.92134 4.96815
H -0.73263 -3.79020 3.23659
H 2.46315 -1.43162 2.14575
*
```

E_tot in Eh: -2367.22965
LUMO level in eV: -3.747
Orbital gap in eV: 6.43

=====

The following is a DFT calculation (ωB97M-V/def2-TZVPD) of a molecular structure, C39H42MoNO10P2S.

ORCA input file:
```
! wB97M-V def2-TZVPD RIJCOSX def2/J DEFGRID3
* xyz 3 1
Mo 0.45546 0.25312 0.21696
O -0.90924 0.09456 1.44529
C -1.60936 -0.88946 2.19178
C -1.36282 -2.20041 1.45196
C 0.09369 -2.58916 1.52778
C 0.43256 -3.73104 2.23007
C 1.75829 -4.10443 2.33316
C 2.70139 -3.34387 1.67356
C 2.31929 -2.22256 0.95328
C 3.37841 -1.58415 0.08386
C 3.46487 -0.06409 0.07234
O 2.14579 0.35441 -0.36395
C 3.69453 0.47526 1.47236
C 2.68521 1.03121 2.23746
C 2.92022 1.48822 3.52784
C 4.18906 1.37456 4.06926
C 5.21141 0.80943 3.31626
C 4.96840 0.36993 2.02614
C 4.44699 0.49103 -0.94186
C 5.12532 -0.30807 -1.85631
C 5.96772 0.27001 -2.79985
C 6.12848 1.64537 -2.84002
C 5.45645 2.44780 -1.92541
C 4.62619 1.87303 -0.97910
N 1.02477 -1.81490 0.92165
C -3.04727 -0.41391 2.17556
C -4.13461 -1.15975 1.94817
C -5.46362 -0.61373 2.12054
C -5.69860 0.65661 2.54656
C -4.59868 1.46682 2.86669
C -3.22182 1.00839 2.58288
C -1.15725 -0.93431 3.64452
C -1.68048 -1.92132 4.47946
C -1.29858 -1.98448 5.80892
C -0.39812 -1.05677 6.31917
C 0.11127 -0.06569 5.49563
C -0.27057 -0.00053 4.16088
H -1.68304 -2.06930 0.41313
H -1.94977 -3.00701 1.88727
H -0.34582 -4.31568 2.69913
H 2.04744 -4.98116 2.89669
H 3.74532 -3.62288 1.69329
H 3.20252 -1.93571 -0.93811
H 4.34827 -1.97468 0.38850
H 1.67447 1.19287 1.83897
H 2.12511 1.95248 4.09571
H 4.38768 1.73858 5.06783
H 6.20636 0.72667 3.73168
H 5.77975 -0.03871 1.43518
H 5.04386 -1.38729 -1.83456
H 6.50980 -0.36037 -3.49176
H 6.78924 2.09219 -3.57033
H 5.59422 3.52030 -1.94156
H 4.12163 2.50155 -0.25383
H -4.05094 -2.19951 1.66429
H -6.30512 -1.26672 1.92112
H -6.69953 1.03786 2.68540
H -4.72229 2.41594 3.37002
H -2.41665 1.41759 3.18220
H -2.39669 -2.64274 4.10146
H -1.70574 -2.75469 6.44978
H -0.10155 -1.10514 7.35783
H 0.80766 0.66007 5.89357
H 0.13226 0.77623 3.52566
C -2.81410 4.50203 0.02002
C -2.73515 3.26234 -0.85872
O -3.43757 3.53385 -2.07195
P -1.02199 2.82964 -1.32558
O -0.29753 4.12275 -1.79933
O -1.17791 1.87752 -2.56485
O -0.24069 2.21118 -0.20465
P -3.59506 1.80205 -0.13344
O -5.12201 2.14344 -0.25160
O -3.48499 2.00722 1.49267
O -3.08641 0.52686 -0.64190
H -2.53226 5.37472 -0.56693
H -2.14930 4.42152 0.87940
H -3.83511 4.65020 0.36993
H -3.21821 2.87539 -2.74875
H -0.69805 4.68210 -2.48123
H -1.04176 0.92711 -2.31963
H -5.49513 2.22487 -1.14172
O -0.23803 -0.41777 -1.62699
S 0.63961 -1.44815 -2.45259
C -0.46188 -1.93560 -3.80368
C -0.15098 -1.01794 -4.98324
C 1.35659 -0.78426 -4.94056
C 1.68382 -0.39209 -3.50063
H -1.47505 -1.88135 -3.40547
H -0.22144 -2.97905 -4.01405
H -0.68941 -0.07297 -4.88456
H -0.46966 -1.48194 -5.91511
H 1.67701 0.00548 -5.61845
H 1.89352 -1.69178 -5.22241
H 1.37265 0.63077 -3.27227
H 2.72246 -0.52178 -3.19896
*
```

E_tot in Eh: -3466.91230
LUMO level in eV: -9.633
Orbital gap in eV: 5.99

=====

The following is a DFT calculation (ωB97M-V/def2-TZVPD) of a molecular structure, C39H43ClEuP2Si2.

ORCA input file:
```
! wB97M-V def2-TZVPD RIJCOSX def2/J DEFGRID3
* xyz 0 8
C -1.88442 -0.82329 3.56448
C -2.44651 -0.31989 2.34758
C -2.45995 -1.38887 1.40118
H -2.83099 0.68790 2.18578
C -1.88696 -2.53628 2.02028
C -1.52497 -2.18659 3.35596
H -1.11770 -2.85631 4.10658
H -1.80302 -0.29115 4.50908
H -2.87856 -1.35029 0.39882
H -1.77495 -3.51632 1.56445
Eu 0.14448 -0.67678 1.67465
Si 1.08611 0.33840 -1.78119
C -0.17781 1.79112 -1.71380
C 0.18249 3.03754 -2.26614
H 1.18539 3.21491 -2.67184
C -0.77040 4.05688 -2.38242
H -0.51472 4.98900 -2.89212
C -2.06070 3.88935 -1.86425
H -2.81011 4.67835 -1.95008
C -2.38053 2.70315 -1.20175
H -3.36613 2.55764 -0.75368
C -1.45009 1.66031 -1.12681
H -1.73322 0.72551 -0.63694
C -0.10475 -1.25383 -1.60520
C -1.36471 -1.34163 -2.22798
H -1.79593 -0.48509 -2.75623
C -2.05288 -2.56000 -2.26750
H -2.97794 -2.63769 -2.84358
C -1.53936 -3.68737 -1.63603
H -2.04976 -4.64894 -1.72219
C -0.37079 -3.57241 -0.89029
H 0.01231 -4.43451 -0.33368
C 0.37276 -2.38459 -0.90674
H 1.35837 -2.35590 -0.42826
H 1.03213 0.30892 -0.25286
Si 1.32558 -0.02559 -4.01985
C 0.93472 -1.66347 -4.79618
C 0.24066 -1.73127 -6.01522
H 0.02798 -0.81228 -6.56372
C -0.21948 -2.95700 -6.51115
H -0.77490 -2.98581 -7.44880
C 0.02448 -4.13219 -5.79429
H -0.37195 -5.08604 -6.15283
C 0.79551 -4.08505 -4.63025
H 1.01229 -5.00931 -4.08662
C 1.28572 -2.86628 -4.16094
H 1.91411 -2.83341 -3.26683
C 0.50564 1.28458 -5.09035
C -0.89416 1.37363 -5.07458
H -1.48419 0.63669 -4.52395
C -1.54540 2.45365 -5.68129
H -2.63199 2.52725 -5.60460
C -0.81444 3.41511 -6.37801
H -1.33724 4.22988 -6.89114
C 0.57725 3.32208 -6.42011
H 1.14824 4.07464 -6.96015
C 1.24046 2.28013 -5.76057
H 2.32958 2.25370 -5.71799
H 2.81913 0.14654 -4.00633
Cl 3.21157 0.66910 -1.33937
C 3.79772 -0.45868 4.47579
P 2.04358 -0.82304 4.06787
C 1.97933 -2.61996 4.43302
C 1.24035 -0.12813 5.57848
C 1.42208 -0.65355 6.85921
C 0.72440 -0.10209 7.94300
C -0.11691 0.99284 7.75286
C -0.25096 1.56521 6.48155
C 0.40765 1.00431 5.38559
P 0.31822 1.65803 3.65350
C -1.12492 2.76622 3.79126
C 1.67023 2.87794 3.74585
H 4.37935 -0.50930 3.54756
H 4.18052 -1.19556 5.19205
H 3.88894 0.54833 4.89820
H 2.68621 -2.85735 5.23958
H 0.96161 -2.91172 4.72116
H 2.26100 -3.17075 3.52291
H 2.10322 -1.49609 7.02041
H 0.85297 -0.53386 8.93489
H -0.67161 1.41697 8.59113
H -0.88160 2.44638 6.35745
H -0.86450 3.63095 4.40974
H -1.39411 3.10599 2.78532
H -1.98701 2.24952 4.22065
H 1.47796 3.56841 4.57833
H 2.63959 2.38553 3.89169
H 1.69135 3.43295 2.79872
*
```

E_tot in Eh: -3944.14292
<S²>: 15.761
LUMO level (spin up / spin down) in eV: -0.014 / 0.004
Orbital gap (spin up / spin down) in eV: 7.02 / 7.06

=====

The following is a DFT calculation (ωB97M-V/def2-TZVPD) of a molecular structure, C39H43ClMnP2Si2.

ORCA input file:
```
! wB97M-V def2-TZVPD RIJCOSX def2/J DEFGRID3
* xyz 1 5
C -1.97655 -0.87530 4.17221
C -2.58076 -0.45113 2.92951
C -2.27151 -1.43712 1.93290
H -3.23657 0.40734 2.78408
C -1.48139 -2.46735 2.53999
C -1.29701 -2.12848 3.92817
H -0.79413 -2.77202 4.64379
H -2.07371 -0.40091 5.15172
H -2.64106 -1.45071 0.91207
H -1.11902 -3.34593 2.01130
Mn -0.41807 -0.60579 2.70249
Si -0.35513 -0.26513 -3.66773
C 0.09406 1.29724 -4.66487
C 1.37515 1.49463 -5.19862
H 2.17829 0.79317 -4.94085
C 1.61576 2.59011 -6.03944
H 2.59844 2.71134 -6.48666
C 0.60082 3.49916 -6.32944
H 0.77469 4.31687 -7.03329
C -0.64361 3.34482 -5.71605
H -1.42768 4.06712 -5.90626
C -0.90050 2.25749 -4.88062
H -1.86465 2.13949 -4.37653
C 0.39048 -1.67393 -4.64877
C -0.14075 -1.78738 -5.94717
H -0.90182 -1.08198 -6.28529
C 0.28363 -2.80656 -6.81023
H -0.12297 -2.86275 -7.82171
C 1.23495 -3.74065 -6.38040
H 1.57903 -4.52204 -7.06614
C 1.75252 -3.63668 -5.08249
H 2.51842 -4.34870 -4.76142
C 1.32356 -2.62655 -4.21024
H 1.72064 -2.56523 -3.19483
H -1.80593 -0.36352 -3.72487
Si 0.57308 -0.00016 -1.43053
C -0.40514 -1.64992 -1.16147
C -1.77603 -1.88684 -1.46915
H -2.47462 -1.04400 -1.58666
C -2.24494 -3.19117 -1.68112
H -3.27732 -3.35741 -2.01136
C -1.39113 -4.28079 -1.50586
H -1.68540 -5.28294 -1.82937
C -0.14575 -4.07017 -0.90523
H 0.49188 -4.91517 -0.62846
C 0.30835 -2.76788 -0.68427
H 1.26933 -2.61479 -0.19145
C -0.46569 1.55834 -1.07081
C -1.76963 1.41326 -0.58024
H -2.10361 0.45349 -0.18356
C -2.66091 2.48997 -0.63829
H -3.66015 2.38028 -0.21228
C -2.28220 3.70601 -1.22897
H -3.00379 4.52097 -1.34569
C -0.94564 3.89345 -1.58620
H -0.60480 4.86451 -1.95652
C -0.03063 2.84413 -1.44800
H 1.02825 2.99376 -1.69405
H 1.86439 0.22831 -2.09584
Cl 1.80458 -0.15420 0.37184
C 3.30109 -0.22727 3.27762
P 1.65282 -0.85443 3.69991
C 2.03160 -2.53691 4.27973
C 1.26440 0.18192 5.17450
C 1.67994 -0.14359 6.46348
C 1.38584 0.70869 7.53961
C 0.68896 1.89374 7.30344
C 0.27281 2.22683 6.00195
C 0.55184 1.37732 4.93271
P -0.12821 1.60382 3.22426
C -1.59892 2.64605 3.39039
C 1.03317 2.70513 2.34659
H 3.50734 -0.38401 2.21168
H 4.03350 -0.77160 3.88249
H 3.37874 0.84068 3.49833
H 2.95183 -2.50899 4.88094
H 1.20197 -2.94962 4.86053
H 2.20662 -3.15526 3.38747
H 2.22816 -1.06336 6.63729
H 1.70515 0.44167 8.55000
H 0.46721 2.56993 8.12779
H -0.27152 3.15098 5.82078
H -1.31343 3.67867 3.64289
H -2.12112 2.65745 2.42082
H -2.27653 2.26156 4.16281
H 1.03053 3.68816 2.84452
H 2.05591 2.29910 2.34492
H 0.68013 2.82931 1.31180
*
```

E_tot in Eh: -4384.58268
<S²>: 6.066
LUMO level (spin up / spin down) in eV: -2.003 / -4.640
Orbital gap (spin up / spin down) in eV: 8.17 / 5.92

=====

no.,maximum force (eV/A)
1,0.86
2,0.93
3,1.16
4,2.94
5,2.54